Molecular formula: C3H5OPS
Method: DFT, wB97M-V/def2-TZVPD

The geometry in XYZ format:
```
11
Properties=species:S:1:pos:R:3:forces:R:3:lowdin_charge:R:1
C 0.375799 1.444352 -0.353777 -2.9 1.0 2.1 -0.279
C 0.996911 0.204861 -0.313763 1.0 -4.0 -1.5 -0.238
C 0.171249 -1.055413 0.058372 -0.2 1.6 3.7 -0.623
O 0.538886 2.571959 -0.476355 0.6 1.5 -0.5 0.172
P -2.325727 0.617884 0.368605 0.5 2.1 -1.7 0.413
S -1.499669 -1.025517 -0.459071 -0.9 -1.5 -1.1 0.360
H 1.118830 0.014265 -1.408934 0.4 0.3 0.4 0.153
H 1.970130 0.025361 0.177132 -0.2 1.1 -0.2 0.150
H 0.598428 -1.822290 -0.474907 1.1 -2.1 -0.9 0.023
H 0.232493 -1.281616 1.209631 0.0 0.5 -2.1 0.117
H -2.177332 0.306156 1.673070 0.4 -0.4 1.7 -0.248
```
Positions in Å, forces in eV/Å.

For the highest occupied orbital energy (spin up / spin down), the calculation gives -0.27426 / -0.27782 hartree. The value obtained for the frontier orbital gap (spin up / spin down) is 6.84 / 7.44 eV. Its relative energy (zero: lowest compared OMol25 entry of this formula, charge and spin) is 208.0 kJ/mol.


Molecular formula: C3H5P
Method: DFT, wB97M-V/def2-TZVPD

The geometry in XYZ format:
```
9
Properties=species:S:1:pos:R:3:forces:R:3:lowdin_charge:R:1
C 0.686312 1.081285 -0.129976 0.6 1.0 0.2 -0.470
C -0.526716 0.261054 0.117310 -3.4 2.9 -0.5 -0.436
C 0.148511 -1.041964 -0.022875 1.2 -2.1 1.2 -0.455
P 1.894988 -0.133113 0.034145 -2.5 0.3 -0.9 0.907
H 0.688579 2.198675 -0.348190 0.2 -1.6 0.5 0.059
H -0.955099 0.298979 1.158922 0.3 0.7 -1.1 0.091
H -1.734883 0.803338 -0.723864 3.3 -2.0 2.1 0.197
H -0.010050 -1.831690 0.737355 0.0 0.9 0.5 0.064
H -0.191645 -1.636568 -0.822827 0.4 -0.2 -2.0 0.043
```
Positions in Å, forces in eV/Å.

For the highest occupied orbital energy, the calculation gives -0.32296 hartree. The value obtained for the frontier orbital gap is 8.89 eV. Its relative energy (zero: lowest compared OMol25 entry of this formula, charge and spin) is 179.5 kJ/mol.


Molecular formula: C3H5P
Method: DFT, wB97M-V/def2-TZVPD

The geometry in XYZ format:
```
9
Properties=species:S:1:pos:R:3:forces:R:3:lowdin_charge:R:1
C -2.320978 -0.422118 -0.069496 -1.0 -1.1 0.8 0.020
C -1.241478 0.062743 -0.075871 2.3 2.1 -0.7 -0.460
C 1.431477 0.035689 0.307862 -0.2 -1.7 1.0 -0.412
P 0.129364 1.207316 -0.200261 0.0 -0.1 -2.5 0.763
H -3.038523 -1.019256 0.381592 -1.4 -0.6 -0.1 0.007
H 0.825670 -0.468471 1.123967 1.3 0.4 -0.4 0.033
H 2.424040 0.371605 0.680226 -1.0 0.2 -0.2 0.037
H 1.588612 -0.780729 -0.409101 0.0 0.4 0.0 0.030
H 0.201819 1.013217 -1.738914 0.0 0.5 2.0 -0.018
```
Positions in Å, forces in eV/Å.

For the highest occupied orbital energy, the calculation gives -0.33835 hartree. The value obtained for the frontier orbital gap is 10.01 eV. The structure (SMILES) is C#CPC. Its relative energy (zero: lowest compared OMol25 entry of this formula, charge and spin) is 74.8 kJ/mol.


Molecular formula: C3H5P
Method: DFT, wB97M-V/def2-TZVPD

The geometry in XYZ format:
```
9
Properties=species:S:1:pos:R:3:forces:R:3:lowdin_charge:R:1
C 0.086139 -0.357820 -0.228978 -1.0 -0.9 -0.4 -0.670
C -0.989828 0.267155 -0.998092 -1.2 0.4 -1.5 -0.436
C 0.905058 0.049675 0.919963 4.1 -2.5 -0.8 -0.132
P -0.778155 -1.594493 -0.966850 1.5 0.7 0.5 0.918
H -1.933557 0.512380 -0.521100 0.1 0.6 0.3 0.030
H -0.873173 0.811207 -1.974301 0.3 -0.5 1.1 0.058
H 0.304003 0.041000 1.767637 -1.0 -0.3 1.8 0.045
H 1.426626 0.987443 0.942574 -0.2 0.8 -0.7 0.055
H 1.852886 -0.716546 1.059148 -2.6 1.5 -0.1 0.131
```
Positions in Å, forces in eV/Å.

For the highest occupied orbital energy, the calculation gives -0.31666 hartree. The value obtained for the frontier orbital gap is 8.86 eV. The structure (SMILES) is CC1=PC1. Its relative energy (zero: lowest compared OMol25 entry of this formula, charge and spin) is 55.4 kJ/mol.


Molecular formula: C3H6
Method: DFT, wB97M-V/def2-TZVPD

The geometry in XYZ format:
```
9
Properties=species:S:1:pos:R:3:forces:R:3:lowdin_charge:R:1
C -1.081505 -0.137245 -0.010292 -1.8 1.0 2.1 -0.152
C 0.261837 0.562405 0.077685 -1.0 1.4 -1.5 -0.272
C 1.311736 -0.189476 0.008999 0.1 -2.3 0.6 -0.049
H -1.070493 -1.007779 -0.738024 -0.1 0.9 1.3 0.083
H -1.577485 -0.370529 1.135637 1.6 0.2 -3.3 0.138
H -1.754149 0.656907 -0.380595 -0.2 -0.7 -0.1 0.045
H 0.406245 1.675444 -0.181132 -0.7 -1.6 1.1 0.123
H 1.208521 -1.267087 0.013319 -0.2 -0.2 0.1 0.063
H 2.295290 0.077364 0.074400 2.4 1.3 -0.2 0.020
```
Positions in Å, forces in eV/Å.

For the highest occupied orbital energy, the calculation gives -0.35758 hartree. The value obtained for the frontier orbital gap is 11.06 eV. The structure (SMILES) is C=CC. Its relative energy (zero: lowest compared OMol25 entry of this formula, charge and spin) is 92.1 kJ/mol.


Molecular formula: C3H64F9Na2O41S3
Method: DFT, wB97M-V/def2-TZVPD

The geometry in XYZ format:
```
122
Properties=species:S:1:pos:R:3:forces:R:3:lowdin_charge:R:1
Na -0.347435 -0.675066 -5.756277 -0.3 0.1 0.9 0.718
Na 4.066885 -1.964476 -2.688137 -0.6 0.1 0.8 0.696
C -0.048515 0.676354 -0.409847 0.8 -1.4 1.4 -0.457
F -0.572465 0.621104 -1.676777 0.6 0.6 1.6 0.093
F 1.230365 1.254684 -0.449777 -2.8 -0.2 -0.4 0.048
F -0.875885 1.283134 0.476423 1.6 -0.4 -2.1 0.162
S 0.357355 -1.118556 0.192173 -2.3 1.0 3.8 0.582
O 0.624105 -1.799406 -1.030067 0.9 -1.0 -2.6 -0.320
O 1.468725 -1.002556 1.136173 -0.3 0.0 -1.5 -0.282
O -0.871025 -1.604066 0.835363 1.7 0.7 -1.5 -0.296
C -0.772465 5.789344 0.887123 -1.4 -1.4 3.0 -0.662
F -1.300975 5.183454 -0.190317 0.7 0.4 -0.9 0.074
F 0.409475 5.249964 1.165203 0.3 -0.2 -0.5 0.137
F -0.610895 7.065484 0.688083 0.0 1.0 -0.7 0.165
S -1.986375 5.433794 2.372753 0.3 3.7 2.6 0.582
O -2.426875 4.053974 2.144563 0.5 0.2 -0.1 -0.351
O -1.163205 5.726794 3.576333 -1.1 -1.4 -2.5 -0.321
O -3.052985 6.460434 2.234793 1.3 -1.9 -0.9 -0.352
C 0.571195 3.548834 6.082303 1.1 -2.8 -0.7 -0.568
F -0.670775 3.978924 6.194243 0.4 0.4 -0.2 0.145
F 1.062805 3.742704 4.792423 -0.7 0.5 2.2 0.074
F 1.362015 4.124994 7.016813 -0.6 0.2 -1.1 0.103
S 0.651815 1.605374 6.371983 0.4 0.4 2.6 0.527
O -0.030325 1.360704 7.643733 0.4 0.8 -1.1 -0.328
O -0.035955 1.037704 5.233413 -0.3 -0.2 -1.0 -0.364
O 2.062085 1.249694 6.380593 -0.3 0.6 -0.3 -0.324
O -1.927645 1.632704 3.623783 -1.3 -0.2 -1.1 -0.048
H -1.116655 1.527014 4.121133 0.6 -0.3 0.8 -0.026
H -1.770555 2.396004 3.067963 0.0 0.5 -0.2 -0.005
O 2.835835 5.222954 -1.480267 0.2 -0.2 0.0 -0.022
H 3.105005 5.432344 -2.374667 0.1 0.1 -0.2 0.042
H 1.905595 5.446644 -1.451017 -0.3 0.1 0.3 0.044
O 2.555965 -5.396946 0.410893 -0.1 -0.2 0.0 -0.017
H 3.002375 -6.233756 0.281723 0.1 -0.3 -0.1 0.068
H 2.271765 -5.415106 1.324743 -0.1 0.2 0.4 0.076
O -3.278515 -4.901196 2.728393 0.6 -0.5 0.0 -0.061
H -3.584175 -4.077756 2.347943 -0.2 0.3 0.0 0.003
H -4.079965 -5.379526 2.940793 -0.2 0.1 0.0 0.028
O -2.799355 -2.846016 -0.772197 -0.3 -0.8 -0.8 -0.052
H -2.718005 -2.043556 -0.256767 -0.2 0.7 0.5 -0.001
H -2.020085 -3.354906 -0.548607 0.4 -0.1 0.3 -0.002
O 5.460585 -1.861136 1.903853 0.3 0.0 -0.5 -0.030
H 4.649185 -1.654516 2.367703 -0.2 0.3 0.7 0.050
H 5.566055 -2.806106 2.014033 0.1 -0.3 0.1 0.060
O 2.609425 -3.579036 -1.593567 0.7 0.1 -1.2 -0.070
H 1.733735 -3.214406 -1.465377 -0.5 0.6 0.2 -0.013
H 2.679915 -4.270956 -0.935917 0.2 -0.2 0.4 -0.009
O -3.434465 0.595164 -2.550797 0.1 0.7 -0.3 -0.015
H -2.728195 0.379004 -1.941957 0.3 0.1 0.4 0.031
H -4.101125 1.013684 -2.006157 -0.3 0.1 0.3 0.073
O -2.375645 -1.265966 2.875763 -0.7 -0.6 0.8 -0.055
H -2.413035 -0.321586 3.027293 0.2 0.9 0.4 0.026
H -1.941915 -1.355886 2.027213 0.2 0.0 -0.2 -0.025
O 3.964225 -1.162436 -0.299507 0.4 0.2 -1.5 -0.060
H 3.109795 -1.105896 0.128253 -0.9 0.1 0.3 -0.009
H 4.576605 -1.350976 0.411603 0.6 -0.2 0.4 -0.011
O 2.287305 0.738534 3.428303 0.6 0.0 -0.8 -0.037
H 1.899905 0.486964 4.266673 -0.2 0.2 0.8 0.010
H 2.381715 -0.085566 2.950633 -0.3 -0.2 -0.2 0.005
O 4.214545 2.442864 -3.514117 -0.8 -0.1 -0.8 -0.043
H 4.465545 3.052004 -4.208507 0.0 0.2 -0.2 0.051
H 4.928665 2.495604 -2.878907 0.7 -0.3 0.8 -0.002
O 3.152125 0.015064 -4.723697 -0.4 -1.0 -0.1 -0.042
H 3.428485 0.821924 -4.289137 0.4 0.9 0.6 -0.010
H 3.492655 0.093664 -5.614817 0.2 0.0 -0.2 0.043
O -0.504305 -4.926526 -3.017807 0.1 -0.1 -0.5 -0.035
H -0.740015 -4.594146 -2.151667 0.0 0.3 0.8 0.022
H -0.632035 -5.873056 -2.954547 0.0 -0.3 0.1 0.070
O -3.894325 -0.689566 0.548513 0.1 -0.8 -1.1 -0.047
H -4.400435 -1.317966 1.063493 -0.1 -0.3 0.1 0.038
H -4.074875 0.156724 0.957693 -0.2 1.0 0.5 -0.016
O 3.404725 2.697424 -0.146457 0.7 -0.5 -0.2 -0.029
H 2.720275 2.111064 -0.468877 0.0 0.0 0.2 0.013
H 3.337505 3.473504 -0.702697 -0.1 0.7 -0.1 0.007
O -0.070205 -4.888536 -5.634027 0.5 0.2 -0.9 -0.058
H -0.819945 -5.419196 -5.903337 -0.3 0.0 -0.1 0.042
H -0.085175 -4.919976 -4.677457 -0.2 0.0 0.5 -0.040
O -4.855695 -2.235826 3.624083 -0.9 -0.6 -0.1 -0.051
H -4.081765 -1.798366 3.269273 1.2 0.3 0.0 -0.032
H -5.592865 -1.714346 3.306503 -0.3 0.1 0.1 0.027
O -0.277005 1.725594 -4.645997 0.4 -1.0 -1.0 -0.037
H -0.665575 2.141814 -3.876577 -0.7 0.5 1.0 0.014
H 0.615065 2.070884 -4.680837 0.3 0.2 0.0 0.062
O 5.391535 -0.082396 4.254183 -0.1 -0.4 0.2 -0.040
H 6.270405 -0.452886 4.173153 0.2 -0.1 0.0 0.024
H 5.272925 0.431034 3.455083 -0.1 0.5 -0.1 0.009
O -4.652325 -5.203356 -0.179147 -0.3 -0.3 0.0 -0.048
H -4.217755 -4.501866 -0.664197 0.2 0.7 -0.1 -0.004
H -4.180985 -5.997326 -0.431507 0.0 -0.2 0.0 0.020
O 4.108735 2.799214 2.622943 1.0 0.2 0.1 -0.062
H 3.671985 2.001644 2.921893 -0.8 -0.3 0.5 -0.028
H 3.912895 2.843674 1.687053 -0.2 0.1 -0.3 -0.028
O -1.447895 3.335614 -2.516147 0.5 -0.2 -0.8 -0.035
H -2.385845 3.330604 -2.325207 -0.4 -0.1 0.3 0.030
H -1.075675 3.940964 -1.874877 0.0 0.1 0.4 0.023
O -4.411355 1.736024 1.614613 -0.4 -0.5 -0.2 -0.018
H -3.765525 1.820274 2.316063 0.4 0.1 0.7 0.028
H -4.071215 2.284924 0.908033 -0.1 0.4 -0.3 0.007
O -1.688685 2.799374 -6.925457 -0.1 0.1 -0.4 -0.046
H -1.464495 2.222834 -7.655917 -0.1 0.0 -0.3 0.019
H -1.347715 2.350354 -6.151927 0.2 0.0 0.7 -0.026
O -0.719045 -1.741996 5.265263 0.3 -0.8 0.3 -0.068
H -0.445275 -0.826166 5.215053 0.1 0.6 0.1 -0.024
H -1.161685 -1.906156 4.432583 -0.4 0.1 -0.3 -0.014
O -2.706105 -3.000066 -5.649347 0.1 0.2 -0.8 -0.050
H -2.323465 -2.802976 -4.794377 -0.4 0.3 0.8 -0.016
H -1.953065 -3.105166 -6.230827 0.2 -0.5 -0.2 -0.001
O -3.464645 3.835264 -0.274387 -0.8 -0.7 -1.6 -0.065
H -3.237115 3.948644 0.648433 0.6 0.3 1.1 -0.035
H -3.638125 4.722294 -0.589517 -0.2 0.2 0.1 0.052
O -3.571495 -1.874136 -3.283827 0.2 -1.0 -1.0 -0.063
H -3.620725 -0.973476 -2.963477 -0.3 0.5 0.0 -0.040
H -3.232305 -2.374606 -2.541737 0.0 -0.3 0.7 -0.012
O -0.609305 -4.673546 -0.190267 -0.1 -0.1 -0.5 -0.017
H -0.982765 -5.498886 0.118873 -0.4 -0.2 0.4 0.076
H 0.296955 -4.690046 0.117393 0.3 0.2 0.1 0.035
O 6.084735 1.910634 -1.551527 0.2 0.0 -0.4 -0.036
H 6.782115 1.263734 -1.444657 0.3 0.0 0.0 0.051
H 5.435885 1.675854 -0.888137 -0.7 0.2 0.6 0.028
O 0.100175 -2.099436 -4.001967 0.2 0.3 -0.8 -0.043
H 0.307785 -1.798396 -3.117377 -0.1 0.3 0.8 0.025
H 0.266705 -3.041776 -3.980037 -0.1 -0.4 -0.1 0.020
```
Positions in Å, forces in eV/Å.

For the highest occupied orbital energy, the calculation gives -0.20906 hartree. The value obtained for the frontier orbital gap is 4.87 eV. As for the net charge: -1.